12 unconnected molecules or ions with the total composition C40H101N17O12 in a non-equilibrium geometry, computed with the ωB97M-V functional and the def2-TZVPD basis.

Last columns: bonded neighbours and bond lengths (Å).
Atoms and positions in Å:
1 O 0.7063 -0.3345 4.3615  C67 1.242
2 O -0.9442 -4.3390 0.7622  N13 1.469, H130 0.994
3 O 4.0742 -4.3049 1.1353  C36 1.221
4 O 1.4964 -1.9134 -0.1074  C31 1.281
5 O 6.0199 0.3000 0.6746  C51 1.241
6 O 3.6166 -3.2558 -4.1657  C45 1.240
7 O -0.8978 1.8370 4.1145  N26 1.492, H151 1.011
8 O 2.6285 2.4318 -0.1959  C30 1.233
9 O 0.6262 -1.2226 -4.8147  C58 1.436, H108 1.023
10 O 5.2171 1.7188 -4.2163  C33 1.189
11 O 2.4905 0.6461 -4.7123  C59 1.393, H136 1.004
12 O 0.1474 2.7098 -2.1843  N25 1.390, H121 0.988
13 N -2.2754 -4.0587 1.3177  O2 1.469, C35 1.494, C69 1.473
14 N 5.0410 -2.3062 -2.5851  C45 1.396, H122 1.025, H125 1.003
15 N 5.6860 -1.8446 0.4139  C51 1.314, H78 0.966, H161 0.978
16 N 1.7158 -1.9318 3.1402  C67 1.367, H152 1.012, H166 1.014
17 N -0.0612 -0.7854 2.2149  C67 1.368, H128 1.044, H147 1.013
18 N 3.2709 -5.9386 2.5057  C36 1.380, H76 1.014, H140 0.981
19 N 0.5117 -2.2476 -2.1418  C31 1.343, H111 1.054, H162 1.064
20 N 1.7333 -0.3253 -1.8033  C31 1.376, H70 1.042, H160 0.978
21 N 3.9157 -0.5732 1.0719  C51 1.359, H138 1.055, H159 1.023
22 N 3.2356 3.9368 1.4429  C30 1.360, H124 1.003, H156 1.013
23 N 1.5052 2.5293 1.7516  C30 1.344, H77 0.974, H94 0.984
24 N 1.9175 -4.6713 1.0840  C36 1.326, H107 0.992, H135 1.004
25 N -0.6812 3.3417 -1.2645  O12 1.390, C56 1.487, C61 1.514
26 N -1.8605 2.4077 5.1007  O7 1.492, C32 1.488, C41 1.443
27 N 6.8128 0.5361 -3.0450  C33 1.410, H80 1.036, H99 1.021
28 N 3.7970 -4.1658 -2.0773  C45 1.363, H95 0.986, H126 0.975
29 N 5.3015 1.9752 -1.9569  C33 1.419, H123 0.989, H169 1.013
30 C 2.4900 2.9241 0.9259  O8 1.233, N22 1.360, N23 1.344
31 C 1.2681 -1.5201 -1.3045  O4 1.281, N19 1.343, N20 1.376
32 C -3.1947 1.8027 4.8373  N26 1.488, C52 1.487, C62 1.490, C68 1.542
33 C 5.6782 1.3617 -3.1800  O10 1.189, N27 1.410, N29 1.419
34 C -0.3707 4.3081 5.5962  C41 1.518, H81 1.026, H97 1.107, H105 1.135
35 C -3.2070 -3.6402 0.2267  N13 1.494, C37 1.503, C39 1.611, C40 1.524
36 C 3.1228 -4.9345 1.5714  O3 1.221, N18 1.380, N24 1.326
37 C -3.3155 -4.4634 -1.0256  C35 1.503, H75 1.101, H118 1.090, H139 1.115
38 C -2.7294 4.3945 5.9067  C41 1.481, C49 1.542, H109 1.080, H170 1.058
39 C -2.6793 -2.1561 -0.1093  C35 1.611, H79 1.113, H146 1.072, H167 1.095
40 C -4.5653 -3.5162 0.9074  C35 1.524, C46 1.525, H110 1.099, H131 1.118
41 C -1.6902 3.8380 5.0100  N26 1.443, C34 1.518, C38 1.481, C47 1.516
42 C -1.5674 -5.2378 3.3315  C69 1.554, H82 1.092, H86 1.113, H103 1.125
43 C 0.8361 5.2745 -1.4208  C56 1.537, H71 1.078, H74 1.118, H87 1.079
44 C -1.4386 5.4029 -0.4241  C56 1.507, C65 1.485, H85 1.106, H91 1.073
45 C 4.0603 -3.2054 -3.0084  O6 1.240, N14 1.396, N28 1.363
46 C -5.0449 -4.7409 1.6796  C40 1.525, C63 1.541, H115 1.130, H148 1.117
47 C -1.7458 4.3669 3.5905  C41 1.516, H84 1.103, H113 1.077, H120 1.059
48 C 1.9945 2.9287 -5.1683  C59 1.530, H72 1.131, H73 1.090, H132 1.089
49 C -4.1971 4.0027 5.6423  C38 1.542, C62 1.483, H93 1.069, H142 1.098
50 C -0.6628 -3.0695 -5.7278  C58 1.501, H119 1.101, H141 1.111, H150 1.115
51 C 5.2225 -0.6505 0.7085  O5 1.241, N15 1.314, N21 1.359
52 C -3.0782 0.4014 5.3206  C32 1.487, H89 1.061, H129 1.103, H155 1.126
53 C -2.6586 2.1720 -2.2965  C61 1.518, H96 1.100, H101 1.091, H104 1.143
54 C -2.4489 -6.5572 1.4256  C69 1.562, H92 1.075, H114 1.094, H158 1.107
55 C -1.0171 5.1182 -3.0233  C56 1.568, H83 1.089, H112 1.098, H144 1.038
56 C -0.6220 4.8019 -1.5392  N25 1.487, C43 1.537, C44 1.507, C55 1.568
57 C -2.9047 3.4574 -0.2102  C61 1.496, C65 1.510, H117 1.092, H165 1.087
58 C 0.3101 -1.9602 -6.0054  O9 1.436, C50 1.501, C60 1.509, H106 1.071
59 C 1.9275 1.4851 -5.6718  O11 1.393, C48 1.530, C64 1.569, H153 1.094
60 C 1.6338 -2.4328 -6.5541  C58 1.509, H145 1.082, H154 1.066, H164 1.096
61 C -1.9757 2.5997 -1.0096  N25 1.514, C53 1.518, C57 1.496, C66 1.588
62 C -4.1673 2.5218 5.7079  C32 1.490, C49 1.483, H90 1.135, H134 1.102
63 C -4.0341 -5.0599 2.7982  C46 1.541, C69 1.555, H127 1.051, H149 1.090
64 C 2.5680 1.3940 -7.1016  C59 1.569, H98 1.066, H133 1.119, H168 1.106
65 C -2.8469 4.9383 -0.5015  C44 1.485, C57 1.510, H88 1.105, H116 1.128
66 C -1.6255 1.2470 -0.2551  C61 1.588, H143 1.052, H157 1.083, H163 1.126
67 C 0.7739 -0.9512 3.2855  O1 1.242, N16 1.367, N17 1.368
68 C -3.6339 1.7469 3.3599  C32 1.542, H100 1.048, H102 1.107, H137 1.067
69 C -2.6133 -5.2011 2.1832  N13 1.473, C42 1.554, C54 1.562, C63 1.555
70 H 1.6006 -0.1734 -2.8258  N20 1.042
71 H 0.9049 6.2790 -1.8065  C43 1.078
72 H 1.6197 3.6611 -5.9440  C48 1.131
73 H 1.3135 2.9906 -4.3200  C48 1.090
74 H 1.0988 5.3124 -0.3349  C43 1.118
75 H -3.6280 -5.4856 -0.7617  C37 1.101
76 H 4.1611 -6.1565 2.9390  N18 1.014
77 H 0.9352 1.8197 1.4050  N23 0.974
78 H 5.2550 -2.6388 0.7545  N15 0.966
79 H -3.3017 -1.6284 -0.8666  C39 1.113
80 H 7.0610 -0.1929 -3.7377  N27 1.036
81 H -0.2769 3.8679 6.5176  C34 1.026
82 H -1.7924 -6.1939 3.8088  C42 1.092
83 H -1.9364 4.5991 -3.2902  C55 1.089
84 H -0.8714 3.9697 3.0472  C47 1.103
85 H -1.2541 6.4937 -0.4196  C44 1.106
86 H -1.5710 -4.3189 3.9595  C42 1.113
87 H 1.4698 4.6517 -2.0330  C43 1.079
88 H -3.4656 5.5464 0.1825  C65 1.105
89 H -4.0107 -0.1043 5.3174  C52 1.061
90 H -4.1269 2.2091 6.7979  C62 1.135
91 H -1.0330 5.0081 0.4879  C44 1.073
92 H -2.4893 -7.4081 2.0808  C54 1.075
93 H -4.8295 4.5200 6.3315  C49 1.069
94 H 1.1959 3.0100 2.5528  N23 0.984
95 H 4.0398 -4.0649 -1.1273  N28 0.986
96 H -3.1596 3.0410 -2.7479  C53 1.100
97 H 0.4605 4.0002 4.9334  C34 1.107
98 H 2.0616 2.1554 -7.6503  C64 1.066
99 H 6.9320 0.2304 -2.0782  N27 1.021
100 H -4.0349 2.6557 3.0259  C68 1.048
101 H -1.8165 1.8462 -2.9097  C53 1.091
102 H -4.4310 0.9786 3.3283  C68 1.107
103 H -0.5379 -5.3822 2.9004  C42 1.125
104 H -3.3890 1.3029 -2.1598  C53 1.143
105 H -0.4178 5.4412 5.6451  C34 1.135
106 H -0.1647 -1.3146 -6.7156  C58 1.071
107 H 1.9372 -3.8099 0.5926  N24 0.992
108 H 1.4710 -0.6792 -5.0101  O9 1.023
109 H -2.6817 5.4723 5.8513  C38 1.080
110 H -4.4340 -2.7142 1.6478  C40 1.099
111 H 0.0698 -3.0545 -1.6272  N19 1.054
112 H -0.1746 5.0631 -3.7248  C55 1.098
113 H -2.6120 4.1852 2.9769  C47 1.077
114 H -3.2978 -6.5583 0.7349  C54 1.094
115 H -6.0002 -4.3900 2.1705  C46 1.130
116 H -3.1198 5.2311 -1.5558  C65 1.128
117 H -3.8722 2.9544 -0.2750  C57 1.092
118 H -2.4312 -4.5575 -1.6565  C37 1.090
119 H -1.1521 -3.4385 -6.6430  C50 1.101
120 H -1.6446 5.4197 3.6367  C47 1.059
121 H 0.9768 2.4144 -1.7358  O12 0.988
122 H 5.2843 -2.3653 -1.5914  N14 1.025
123 H 4.4404 2.4611 -1.9614  N29 0.989
124 H 2.8525 4.3018 2.2947  N22 1.003
125 H 4.9704 -1.3873 -2.9806  N14 1.003
126 H 3.2207 -4.8602 -2.4460  N28 0.975
127 H -4.2680 -5.9655 3.2784  C63 1.051
128 H -0.7685 -0.0380 2.3887  N17 1.044
129 H -2.7260 0.2322 6.3516  C52 1.103
130 H -0.3980 -3.5127 0.8423  O2 0.994
131 H -5.2845 -3.2467 0.0953  C40 1.118
132 H 2.9590 3.3366 -4.8706  C48 1.089
133 H 2.3138 0.3964 -7.5397  C64 1.119
134 H -5.1405 2.1007 5.4086  C62 1.102
135 H 1.0767 -5.1173 1.4030  N24 1.004
136 H 3.4659 0.7809 -4.5170  O11 1.004
137 H -2.8149 1.5169 2.7161  C68 1.067
138 H 3.4620 0.3635 0.9020  N21 1.055
139 H -4.1138 -4.0247 -1.6682  C37 1.115
140 H 2.4773 -6.2746 2.9749  N18 0.981
141 H -1.4999 -2.6348 -5.1400  C50 1.111
142 H -4.4801 4.3893 4.6544  C49 1.098
143 H -0.8137 0.7066 -0.6491  C66 1.052
144 H -1.3172 6.1116 -3.0164  C55 1.038
145 H 2.2274 -1.5558 -6.7778  C60 1.082
146 H -2.6431 -1.6017 0.8076  C39 1.072
147 H 0.1994 -1.2020 1.3286  N17 1.013
148 H -5.3493 -5.5889 1.0198  C46 1.117
149 H -4.1411 -4.2052 3.4670  C63 1.090
150 H -0.2328 -3.9788 -5.2469  C50 1.115
151 H -0.3436 1.2002 4.6709  O7 1.011
152 H 2.5623 -1.7524 3.6655  N16 1.012
153 H 0.8582 1.2619 -5.7356  C59 1.094
154 H 1.5007 -2.9063 -7.4994  C60 1.066
155 H -2.3603 -0.1588 4.6575  C52 1.126
156 H 4.0928 4.2611 1.0121  N22 1.013
157 H -2.4867 0.5909 -0.2369  C66 1.083
158 H -1.4606 -6.4156 0.9468  C54 1.107
159 H 3.2155 -1.2875 0.8562  N21 1.023
160 H 2.4254 0.1848 -1.3361  N20 0.978
161 H 6.6497 -1.9020 0.2571  N15 0.978
162 H 0.3458 -1.9036 -3.1344  N19 1.064
163 H -1.4250 1.3444 0.8488  C66 1.126
164 H 2.1726 -3.0857 -5.8581  C60 1.096
165 H -2.7543 3.4074 0.8652  C57 1.087
166 H 1.8706 -2.3512 2.2299  N16 1.014
167 H -1.6262 -2.1798 -0.4085  C39 1.095
168 H 3.6539 1.6017 -7.0770  C64 1.106
169 H 5.4227 1.4206 -1.1184  N29 1.013
170 H -2.4747 4.1234 6.8976  C38 1.058

Its relative energy (zero: lowest compared OMol25 entry of this formula, charge and spin) is 0.0 kcal/mol. As for the charge: 0. The value obtained for the LUMO energy is 0.4 eV. As for the HOMO-LUMO gap: 8.434 eV.